# 1
Molecular formula: C51H121N5O15
Method: DFT, ωB97M-V/def2-TZVPD

Geometry (Å):
O (-11.894, -12.153, 14.632)
H (-12.197, -12.213, 13.726)
H (-12.377, -12.838, 15.093)
O (-15.350, -10.107, 19.891)
H (-14.529, -9.617, 19.847)
H (-15.876, -9.637, 20.537)
O (-11.315, -14.617, 19.891)
H (-11.318, -13.773, 19.439)
H (-11.643, -14.420, 20.768)
O (-12.929, -13.300, 21.640)
H (-13.495, -13.522, 22.379)
H (-12.567, -12.443, 21.863)
C (-7.934, -9.705, 16.939)
C (-8.591, -9.724, 15.593)
C (-7.834, -8.596, 14.713)
C (-6.462, -9.116, 14.174)
C (-6.559, -10.371, 13.369)
C (-7.282, -11.455, 14.181)
N (-8.576, -10.998, 14.836)
O (-9.203, -12.046, 15.525)
C (-7.711, -12.486, 13.050)
C (-6.288, -12.067, 15.209)
C (-10.055, -9.338, 15.721)
H (-8.460, -8.981, 17.561)
H (-6.874, -9.452, 16.952)
H (-8.040, -10.680, 17.416)
H (-8.484, -8.239, 13.913)
H (-7.673, -7.781, 15.419)
H (-5.764, -9.244, 15.001)
H (-6.031, -8.353, 13.526)
H (-5.518, -10.665, 13.231)
H (-6.924, -10.075, 12.385)
H (-8.181, -11.987, 12.201)
H (-6.785, -12.968, 12.739)
H (-8.345, -13.318, 13.356)
H (-5.505, -12.509, 14.591)
H (-5.865, -11.346, 15.908)
H (-6.678, -12.867, 15.839)
H (-10.508, -9.385, 14.730)
H (-10.239, -8.346, 16.134)
H (-10.595, -10.035, 16.361)
H (-10.138, -11.997, 15.312)
C (-8.568, -9.537, 23.013)
C (-9.961, -9.998, 22.569)
C (-10.565, -10.879, 23.693)
C (-11.162, -10.180, 24.972)
C (-12.068, -9.111, 24.407)
C (-11.540, -8.108, 23.308)
N (-10.853, -8.865, 22.230)
O (-10.297, -8.083, 21.253)
C (-12.839, -7.468, 22.657)
C (-10.707, -6.986, 24.049)
C (-9.966, -10.937, 21.334)
H (-8.008, -10.380, 23.417)
H (-8.709, -8.889, 23.878)
H (-8.076, -8.989, 22.210)
H (-11.438, -11.357, 23.248)
H (-9.822, -11.649, 23.899)
H (-10.332, -9.818, 25.579)
H (-11.595, -10.919, 25.645)
H (-12.466, -8.611, 25.291)
H (-12.858, -9.671, 23.909)
H (-13.413, -7.186, 23.539)
H (-12.616, -6.606, 22.029)
H (-13.408, -8.217, 22.105)
H (-10.239, -6.318, 23.326)
H (-11.410, -6.434, 24.673)
H (-9.967, -7.411, 24.727)
H (-9.419, -11.861, 21.525)
H (-9.611, -10.402, 20.453)
H (-11.018, -11.102, 21.104)
H (-9.583, -7.621, 21.701)
C (-18.252, -10.863, 13.935)
C (-17.819, -9.462, 14.542)
C (-17.904, -9.528, 16.113)
C (-16.675, -10.222, 16.652)
C (-15.267, -9.797, 16.117)
C (-15.209, -9.652, 14.563)
N (-16.462, -8.974, 14.099)
O (-16.426, -8.602, 12.714)
C (-13.958, -8.731, 14.336)
C (-14.934, -11.008, 13.846)
C (-18.882, -8.397, 14.132)
H (-17.642, -11.610, 14.443)
H (-18.060, -10.898, 12.863)
H (-19.305, -11.056, 14.137)
H (-18.021, -8.535, 16.547)
H (-18.738, -10.204, 16.304)
H (-16.761, -11.277, 16.391)
H (-16.634, -10.287, 17.740)
H (-14.597, -10.588, 16.455)
H (-15.014, -8.845, 16.583)
H (-13.071, -9.141, 14.818)
H (-13.763, -8.700, 13.264)
H (-14.133, -7.745, 14.768)
H (-13.891, -11.293, 13.712)
H (-15.483, -11.741, 14.437)
H (-15.275, -11.013, 12.810)
H (-19.062, -8.483, 13.061)
H (-18.548, -7.400, 14.419)
H (-19.873, -8.588, 14.543)
H (-16.245, -7.661, 12.778)
C (-9.602, -4.454, 19.787)
C (-8.407, -5.272, 19.162)
C (-7.753, -4.345, 18.105)
C (-6.321, -4.817, 17.787)
C (-5.460, -4.793, 19.049)
C (-6.026, -5.884, 20.033)
N (-7.467, -5.574, 20.276)
O (-8.011, -6.468, 21.147)
C (-5.605, -7.300, 19.435)
C (-5.253, -5.662, 21.335)
C (-8.955, -6.575, 18.537)
H (-9.353, -3.672, 20.504)
H (-10.259, -5.045, 20.426)
H (-10.258, -4.109, 18.988)
H (-8.463, -4.476, 17.289)
H (-7.699, -3.314, 18.454)
H (-5.899, -4.071, 17.112)
H (-6.312, -5.807, 17.331)
H (-5.313, -3.850, 19.575)
H (-4.426, -4.961, 18.746)
H (-4.544, -7.545, 19.394)
H (-6.012, -8.061, 20.101)
H (-5.948, -7.562, 18.434)
H (-5.531, -4.736, 21.839)
H (-5.348, -6.364, 22.163)
H (-4.204, -5.624, 21.042)
H (-9.113, -7.437, 19.185)
H (-8.130, -6.919, 17.913)
H (-9.937, -6.320, 18.141)
H (-7.950, -5.994, 21.980)
C (-15.105, -4.304, 20.897)
C (-14.978, -3.595, 19.541)
C (-13.487, -3.769, 19.128)
C (-13.008, -5.181, 18.698)
C (-13.932, -5.633, 17.569)
C (-15.440, -5.633, 17.857)
N (-15.774, -4.257, 18.443)
O (-17.098, -3.999, 18.564)
C (-16.129, -5.847, 16.494)
C (-15.838, -6.835, 18.774)
C (-15.303, -2.082, 19.573)
H (-14.374, -5.096, 21.062)
H (-16.134, -4.629, 21.050)
H (-14.894, -3.498, 21.599)
H (-13.354, -3.145, 18.244)
H (-12.686, -3.380, 19.757)
H (-12.908, -5.853, 19.551)
H (-12.007, -5.048, 18.288)
H (-13.652, -6.611, 17.178)
H (-13.779, -5.020, 16.682)
H (-17.189, -5.602, 16.554)
H (-15.762, -5.248, 15.660)
H (-16.108, -6.862, 16.098)
H (-15.813, -6.605, 19.839)
H (-16.898, -7.012, 18.590)
H (-15.307, -7.773, 18.610)
H (-15.185, -1.628, 18.589)
H (-14.641, -1.519, 20.232)
H (-16.313, -1.844, 19.907)
H (-17.145, -3.254, 17.960)
C (-13.959, -15.191, 17.608)
C (-13.651, -14.030, 16.604)
O (-13.633, -14.481, 15.259)
O (-15.141, -15.893, 17.292)
H (-13.840, -14.887, 18.648)
H (-13.236, -16.007, 17.604)
H (-12.652, -13.682, 16.867)
H (-14.368, -13.252, 16.865)
H (-14.450, -14.983, 15.203)
H (-15.023, -16.754, 17.699)
C (-12.264, -9.686, 18.801)
C (-12.314, -11.238, 18.552)
O (-13.685, -11.656, 18.505)
O (-12.858, -9.211, 19.994)
H (-12.868, -9.236, 18.014)
H (-11.257, -9.307, 18.630)
H (-11.777, -11.897, 19.235)
H (-11.909, -11.542, 17.586)
H (-14.223, -10.956, 18.880)
H (-12.173, -8.902, 20.591)
C (-18.038, -12.975, 22.260)
C (-16.847, -12.491, 21.284)
O (-17.424, -11.666, 20.274)
O (-18.964, -13.946, 21.625)
H (-18.587, -12.140, 22.697)
H (-17.659, -13.545, 23.108)
H (-16.373, -13.387, 20.882)
H (-15.986, -12.014, 21.752)
H (-16.674, -11.304, 19.797)
H (-19.426, -14.450, 22.298)

2S+1: 2
<S²>: 0.75
total charge: -1
E: -93002.2507 eV

Atom charges from the Mulliken analysis, given in e for atoms 1 to 5: -0.5968 0.2342 0.2306 0.2164 -0.6678

***

# 2
Molecular formula: C51H125N11O5
Method: DFT, ωB97M-V/def2-TZVPD

Geometry (Å):
C (-0.998, 0.683, 5.047)
C (0.061, 1.336, 4.166)
N (1.366, 0.729, 4.387)
C (1.430, -0.592, 3.799)
C (2.638, -1.389, 4.238)
C (2.480, 1.568, 3.987)
C (2.681, 1.757, 2.479)
H (-0.558, 0.340, 5.987)
H (-1.458, -0.167, 4.545)
H (-1.763, 1.400, 5.342)
H (-0.272, 1.223, 3.121)
H (0.141, 2.398, 4.398)
H (0.519, -1.148, 4.039)
H (1.404, -0.533, 2.689)
H (2.578, -2.441, 3.952)
H (3.562, -1.024, 3.770)
H (2.799, -1.314, 5.315)
H (3.394, 1.161, 4.429)
H (2.376, 2.538, 4.486)
H (1.734, 1.961, 1.975)
H (3.106, 0.861, 2.026)
H (3.333, 2.587, 2.204)
C (-4.622, 4.842, 3.746)
C (-4.120, 3.928, 2.636)
N (-3.525, 4.664, 1.539)
C (-4.499, 5.449, 0.794)
C (-3.862, 6.302, -0.277)
C (-2.767, 3.757, 0.659)
C (-3.578, 2.840, -0.221)
H (-3.825, 5.523, 4.057)
H (-4.965, 4.277, 4.610)
H (-5.450, 5.456, 3.392)
H (-3.345, 3.278, 3.028)
H (-4.955, 3.296, 2.292)
H (-5.292, 4.801, 0.384)
H (-5.022, 6.097, 1.502)
H (-3.707, 5.716, -1.191)
H (-4.536, 7.107, -0.571)
H (-2.885, 6.692, -0.002)
H (-2.159, 3.120, 1.314)
H (-2.003, 4.322, 0.107)
H (-4.156, 3.319, -1.017)
H (-4.266, 2.236, 0.376)
H (-2.938, 2.100, -0.707)
C (-1.176, -5.811, 1.117)
C (-0.996, -7.312, 0.938)
N (-0.261, -7.658, -0.255)
C (1.170, -7.465, -0.088)
C (1.871, -7.209, -1.397)
C (-0.586, -8.977, -0.750)
C (-1.930, -9.030, -1.461)
H (-1.723, -5.424, 0.247)
H (-0.241, -5.244, 1.110)
H (-1.716, -5.550, 2.027)
H (-0.543, -7.758, 1.853)
H (-1.971, -7.804, 0.920)
H (1.320, -6.588, 0.545)
H (1.629, -8.304, 0.468)
H (1.829, -8.064, -2.076)
H (1.340, -6.405, -1.915)
H (2.918, -6.937, -1.271)
H (-0.542, -9.757, 0.036)
H (0.176, -9.277, -1.472)
H (-2.745, -8.701, -0.817)
H (-2.158, -10.042, -1.800)
H (-1.908, -8.389, -2.344)
C (1.471, 1.008, -3.796)
C (2.111, -0.372, -3.713)
N (2.307, -0.836, -2.354)
C (2.652, -2.258, -2.326)
C (1.556, -3.164, -2.865)
C (3.364, -0.056, -1.714)
C (3.698, -0.498, -0.301)
H (2.134, 1.796, -3.429)
H (0.552, 1.036, -3.213)
H (1.262, 1.265, -4.835)
H (1.466, -1.079, -4.235)
H (3.078, -0.388, -4.252)
H (2.825, -2.544, -1.291)
H (3.608, -2.431, -2.859)
H (1.691, -4.175, -2.477)
H (1.454, -3.154, -3.945)
H (0.601, -2.865, -2.416)
H (4.290, -0.116, -2.321)
H (3.089, 1.000, -1.707)
H (4.244, 0.287, 0.218)
H (2.837, -0.830, 0.275)
H (4.416, -1.322, -0.355)
C (4.268, -4.596, 5.563)
C (5.212, -5.083, 4.469)
N (5.007, -4.431, 3.187)
C (3.718, -4.708, 2.623)
C (3.316, -3.739, 1.522)
C (6.090, -4.711, 2.261)
C (7.433, -4.147, 2.715)
H (4.693, -4.819, 6.540)
H (3.284, -5.056, 5.473)
H (4.122, -3.517, 5.505)
H (6.229, -4.881, 4.798)
H (5.106, -6.182, 4.377)
H (3.665, -5.743, 2.211)
H (2.951, -4.725, 3.399)
H (3.929, -3.899, 0.633)
H (2.283, -3.882, 1.199)
H (3.436, -2.707, 1.858)
H (5.859, -4.308, 1.277)
H (6.198, -5.807, 2.101)
H (8.108, -3.999, 1.868)
H (7.954, -4.801, 3.414)
H (7.300, -3.161, 3.167)
C (-1.096, 5.627, -2.566)
C (-1.104, 4.194, -3.090)
N (-1.803, 4.093, -4.380)
C (-1.981, 2.697, -4.756)
C (-2.685, 1.827, -3.727)
C (-1.034, 4.764, -5.428)
C (-1.842, 5.026, -6.682)
H (-0.246, 6.204, -2.937)
H (-1.052, 5.672, -1.478)
H (-1.993, 6.148, -2.907)
H (-0.067, 3.817, -3.138)
H (-1.673, 3.583, -2.392)
H (-2.574, 2.641, -5.670)
H (-1.004, 2.248, -5.026)
H (-2.027, 1.365, -2.984)
H (-3.379, 2.427, -3.131)
H (-3.238, 1.026, -4.214)
H (-0.122, 4.189, -5.678)
H (-0.692, 5.728, -5.049)
H (-2.137, 4.102, -7.188)
H (-1.254, 5.569, -7.427)
H (-2.750, 5.585, -6.462)
C (3.364, 6.405, 0.153)
N (4.326, 5.340, 0.090)
C (4.006, 4.044, -0.104)
C (5.180, 3.091, -0.120)
O (2.863, 3.657, -0.318)
H (3.666, 7.218, -0.507)
H (3.185, 6.766, 1.163)
H (2.416, 6.044, -0.240)
H (5.296, 5.571, 0.200)
H (5.103, 2.421, 0.736)
H (6.139, 3.608, -0.093)
H (5.135, 2.490, -1.026)
C (-1.901, 8.080, 2.427)
N (-1.368, 6.744, 2.201)
C (-0.075, 6.546, 1.902)
C (0.388, 5.111, 1.767)
O (0.721, 7.479, 1.800)
H (-1.838, 8.674, 1.512)
H (-1.382, 8.586, 3.237)
H (-2.949, 7.972, 2.702)
H (-2.041, 5.979, 2.169)
H (-0.418, 4.403, 2.009)
H (1.176, 4.936, 2.494)
H (0.672, 4.846, 0.749)
C (-4.437, -2.088, 1.635)
N (-4.783, -1.852, 0.253)
C (-5.419, -0.717, -0.144)
C (-5.792, -0.617, -1.603)
O (-5.709, 0.163, 0.632)
H (-5.314, -2.393, 2.210)
H (-4.051, -1.180, 2.099)
H (-3.651, -2.837, 1.694)
H (-4.504, -2.523, -0.435)
H (-5.467, 0.353, -1.968)
H (-6.876, -0.714, -1.663)
H (-5.363, -1.395, -2.238)
C (0.113, 1.574, -0.517)
N (0.157, 0.152, -0.372)
C (-0.738, -0.520, 0.373)
C (-0.535, -2.012, 0.452)
O (-1.683, 0.011, 0.928)
H (-0.645, 1.886, -1.235)
H (1.094, 1.973, -0.764)
H (-0.178, 2.047, 0.427)
H (0.894, -0.339, -0.878)
H (-0.293, -2.246, 1.491)
H (0.270, -2.390, -0.180)
H (-1.453, -2.529, 0.175)
C (-2.024, -1.946, -3.598)
N (-3.328, -2.593, -3.782)
C (-4.029, -2.531, -4.950)
C (-5.360, -3.240, -4.953)
O (-3.625, -1.926, -5.915)
H (-1.968, -1.600, -2.562)
H (-1.954, -1.113, -4.285)
H (-1.217, -2.673, -3.708)
H (-3.643, -3.205, -3.052)
H (-5.358, -4.154, -4.348)
H (-5.620, -3.541, -5.962)
H (-6.125, -2.578, -4.544)

2S+1: 1
total charge: 0
E: -81545.4362 eV
SMILES: CCN(CC)CC.CCN(CC)CC.CCN(CC)CC.CCN(CC)CC.CCN(CC)CC.CCN(CC)CC.CNC(C)=O.CNC(C)=O.CNC(C)=O.CNC(C)=O.CNC(C)=O

Atom charges from the Mulliken analysis, given in e for atoms 1 to 5: -1.6618 0.2411 0.2156 0.6486 -1.7174